# 1
Molecular formula: C32H64Cl2F4NO9S
Method: DFT, wB97M-V/def2-TZVPD

Structure (XYZ):
```
113
Properties=species:S:1:pos:R:3
C 6.41 1.64 1.71
C 6.59 1.30 0.58
C 6.46 0.86 -0.81
N 5.06 0.75 -1.24
C 4.19 0.00 -0.66
O 4.40 -0.70 0.43
C 2.87 -0.06 -1.42
C 1.65 -0.59 -0.70
Cl 1.54 -0.65 1.02
C 0.64 -1.04 -1.46
C 0.64 -1.07 -2.95
Cl -0.77 -1.68 -0.69
C 2.87 1.37 -2.06
S 2.21 2.59 -0.92
O 2.55 3.91 -1.32
O 2.58 2.26 0.42
C 0.33 2.50 -0.99
F -0.06 3.73 -0.67
F -0.10 2.23 -2.22
F -0.15 1.67 -0.10
C 4.38 1.44 -2.37
C 5.01 2.68 -3.01
C 5.54 3.76 -2.03
C 5.03 5.14 -2.44
F 5.24 3.46 -0.72
H 6.27 2.20 2.60
H 6.99 1.52 -1.49
H 6.95 -0.11 -0.90
H 4.80 -1.56 0.18
H 3.09 -0.77 -2.23
H -0.37 -1.09 -3.36
H 1.10 -0.18 -3.38
H 1.16 -1.94 -3.36
H 2.42 1.46 -3.05
H 4.45 0.70 -3.18
H 4.30 3.10 -3.72
H 5.87 2.33 -3.58
H 6.62 3.81 -2.15
H 4.00 5.10 -2.79
H 5.13 5.86 -1.63
H 5.63 5.49 -3.28
C -5.02 -0.10 0.31
C -4.61 0.69 1.54
C -3.70 1.85 1.18
O -3.94 -0.17 2.47
H -4.15 -0.52 -0.19
H -5.67 -0.94 0.59
H -5.56 0.53 -0.40
H -5.50 1.06 2.06
H -2.79 1.49 0.70
H -3.41 2.40 2.07
H -4.20 2.54 0.49
H -3.15 -0.52 2.03
C -6.87 -2.94 4.55
C -6.68 -1.70 5.41
C -7.44 -0.51 4.84
O -5.29 -1.39 5.51
H -6.49 -2.77 3.54
H -6.32 -3.79 4.97
H -7.93 -3.22 4.48
H -7.03 -1.90 6.42
H -7.07 -0.27 3.83
H -7.29 0.37 5.46
H -8.51 -0.72 4.77
H -4.97 -1.21 4.62
C 0.90 -5.78 -4.38
C 0.93 -4.68 -5.43
C 0.71 -5.25 -6.83
O 2.19 -4.00 -5.38
H 1.69 -6.50 -4.55
H 1.06 -5.35 -3.38
H -0.06 -6.30 -4.38
H 0.16 -3.94 -5.21
H 1.50 -5.96 -7.08
H 0.74 -4.45 -7.57
H -0.25 -5.75 -6.90
H 2.88 -4.64 -5.57
C 2.73 -4.69 1.08
C 4.23 -4.90 1.11
C 4.73 -5.24 2.50
O 4.90 -3.72 0.63
H 2.45 -3.86 1.73
H 2.39 -4.44 0.07
H 2.20 -5.59 1.41
H 4.50 -5.70 0.42
H 4.51 -4.43 3.20
H 5.81 -5.38 2.50
H 4.26 -6.15 2.87
H 4.67 -3.01 1.25
C 2.25 4.48 -7.52
C 2.22 3.91 -6.12
C 1.24 4.66 -5.23
O 3.54 3.96 -5.54
H 2.57 5.52 -7.51
H 2.96 3.93 -8.14
H 1.26 4.42 -7.99
H 1.95 2.85 -6.15
H 1.53 5.71 -5.14
H 1.24 4.24 -4.22
H 0.23 4.61 -5.63
H 3.80 4.89 -5.50
C -8.76 2.17 9.88
C -8.21 1.10 8.94
C -6.86 0.59 9.40
O -8.10 1.63 7.61
H -8.08 3.03 9.91
H -9.72 2.53 9.53
H -8.87 1.78 10.89
H -8.92 0.28 8.88
H -6.13 1.40 9.42
H -6.48 -0.17 8.72
H -6.92 0.16 10.40
H -7.48 2.37 7.64
```

LUMO energy ... -0.1270 Eh
ΔE to the lowest compared entry with this formula, charge and spin ... 0.0 kJ/mol
F_max ... 0.03687 hartree/bohr
Net charge ... +1

Here are the Löwdin charges for atoms 1 to 4, given in e: C 0.1665; C -0.0977; C -0.0869; N 0.0916

# 2
Molecular formula: C32H64N8O16
Method: DFT, wB97M-V/def2-TZVPD

Structure (XYZ):
```
120
Properties=species:S:1:pos:R:3
O -1.93 2.27 -1.80
C -2.61 3.26 -1.71
N -3.33 3.67 -2.79
C -2.84 3.98 -0.42
H -4.01 4.42 -2.73
H -3.24 3.25 -3.71
H -3.52 3.42 0.21
H -3.14 5.02 -0.50
H -1.88 4.08 0.09
O 4.97 -3.33 3.12
C 5.00 -3.02 1.93
N 5.97 -3.39 1.17
C 3.88 -2.15 1.32
H 5.77 -3.15 0.21
H 6.79 -3.95 1.36
H 3.77 -2.14 0.24
H 3.93 -1.15 1.76
H 2.96 -2.50 1.79
O 5.75 2.01 2.48
C 5.43 2.75 1.58
N 6.38 3.29 0.86
C 3.97 2.90 1.14
H 6.11 3.56 -0.08
H 7.34 3.01 1.02
H 3.36 2.86 2.04
H 3.63 2.10 0.49
H 3.90 3.91 0.73
O 0.16 -0.36 -4.69
C -0.99 -0.29 -4.98
N -1.32 -0.13 -6.27
C -2.00 -0.42 -3.90
H -0.63 0.27 -6.89
H -2.31 -0.20 -6.45
H -2.45 0.56 -3.74
H -1.48 -0.75 -3.00
H -2.83 -0.99 -4.33
O -6.34 -0.34 4.37
C -6.07 0.84 4.21
N -6.87 1.69 4.88
C -4.93 1.35 3.39
H -6.54 2.59 5.19
H -7.70 1.25 5.25
H -4.63 2.37 3.64
H -5.26 1.46 2.36
H -4.02 0.76 3.48
O 1.46 6.14 -2.03
C 1.26 5.98 -0.86
N 1.02 4.78 -0.45
C 1.16 7.02 0.20
H 0.72 4.69 0.52
H 1.10 4.08 -1.17
H 0.43 7.68 -0.26
H 2.11 7.54 0.36
H 0.90 6.72 1.22
O 0.77 4.30 2.47
C 1.02 4.02 3.61
N 1.15 4.98 4.51
C 1.18 2.56 4.09
H 1.21 5.92 4.14
H 1.44 4.69 5.43
H 2.19 2.16 4.03
H 0.62 1.91 3.41
H 0.82 2.41 5.11
O 2.95 3.55 -5.48
C 2.36 2.58 -5.03
N 2.21 1.44 -5.69
C 1.57 2.67 -3.74
H 2.82 1.34 -6.49
H 1.54 0.73 -5.42
H 1.16 3.67 -3.73
H 2.37 2.60 -3.00
H 0.85 1.85 -3.64
O -1.94 0.17 1.99
C -1.07 0.11 1.18
O -0.91 -1.07 0.66
C 0.28 -1.14 -0.19
C 0.58 0.27 -0.62
C -0.02 1.06 0.58
H 0.12 -1.65 -1.13
H 1.13 -1.64 0.29
H 0.14 0.53 -1.58
H 1.65 0.45 -0.73
H -0.45 2.03 0.34
H 0.60 1.16 1.48
O -1.38 -3.41 6.69
C -1.29 -3.43 5.46
O -0.44 -4.22 4.84
C -0.63 -4.15 3.42
C -1.30 -2.79 3.23
C -2.14 -2.57 4.45
H -1.23 -4.98 3.06
H 0.32 -4.09 2.89
H -1.85 -2.79 2.29
H -0.56 -2.00 3.14
H -3.12 -3.03 4.37
H -2.12 -1.57 4.88
O -1.03 -3.97 -0.09
C -2.04 -4.66 -0.19
O -2.45 -5.56 0.77
C -3.60 -6.31 0.39
C -4.24 -5.45 -0.70
C -3.19 -4.52 -1.26
H -4.44 -6.50 1.06
H -3.23 -7.26 0.00
H -4.94 -4.71 -0.32
H -4.72 -6.09 -1.45
H -3.57 -3.50 -1.27
H -3.00 -4.75 -2.31
O 3.77 -4.18 -1.50
C 2.92 -4.05 -2.40
O 1.84 -3.16 -2.22
C 0.82 -3.35 -3.26
C 1.21 -4.75 -3.77
C 2.65 -4.82 -3.69
H 0.86 -2.61 -4.05
H -0.21 -3.44 -2.92
H 0.84 -4.77 -4.80
H 0.54 -5.46 -3.28
H 3.12 -4.23 -4.48
H 3.07 -5.82 -3.72
```

LUMO energy ... -0.0019 Eh
ΔE to the lowest compared entry with this formula, charge and spin ... 0.0 kJ/mol
F_max ... 0.09072 hartree/bohr

Here are the Löwdin charges for atoms 1 to 4, given in e: O 0.0479; C -0.5913; N 0.1539; C 0.0039

Question: What is the formula in the first record?
Answer: C32H64Cl2F4NO9S

Question: ΔE to the lowest compared entry with this formula, charge and spin of number 2 (C32H64N8O16)?
Answer: 0.0 kJ/mol

Question: F_max of number 2 (C32H64N8O16)?
Answer: 0.09072 hartree/bohr